(1)
{"formula": "C5H25NO10", "method": "wB97M-V/def2-TZVPD", "smiles": "O=CCCCNC=O.O.O.O.O.O.O.O.O", "homo_energy_ev": -10.20, "orbital_gap_ev": 10.39, "de_lowest_kj_mol": 169.20, "lumo_energy_ha": 0.007, "species": ["O", "C", "C", "C", "C", "N", "C", "O", "H", "H", "H", "H", "H", "H", "H", "H", "H", "O", "H", "H", "O", "H", "H", "O", "H", "H", "O", "H", "H", "O", "H", "H", "O", "H", "H", "O", "H", "H", "O", "H", "H"], "positions_angstrom": [[2.112225, -0.306144, 1.718971], [2.597622, -1.407717, 1.752378], [2.462496, -2.467621, 0.704774], [1.056646, -2.833015, 0.158267], [0.993513, -2.826680, -1.374493], [0.619173, -1.550849, -1.945149], [1.552735, -0.757352, -2.579096], [1.291783, 0.400229, -2.817577], [3.255852, -1.664157, 2.608260], [3.139393, -2.209656, -0.111730], [2.807427, -3.374676, 1.141183], [0.749569, -3.806088, 0.539501], [0.338619, -2.161373, 0.614518], [0.334349, -3.597354, -1.785896], [1.990265, -3.169742, -1.655286], [-0.008308, -0.916889, -1.479123], [2.546023, -1.219235, -2.669319], [-3.871602, 0.747700, -2.326477], [-3.905340, 1.684510, -2.093503], [-2.951738, 0.547001, -2.520902], [-2.454057, 3.407786, -0.574831], [-2.100975, 4.203492, -1.014991], [-2.148911, 3.198749, 0.310200], [2.175000, 2.131452, 0.120254], [2.180961, 1.238530, 0.482984], [2.912709, 2.654653, 0.431734], [-0.578638, 1.102612, 3.904464], [0.248628, 0.754563, 4.251013], [-0.945149, 0.331223, 3.449359], [-1.799587, -2.601458, 0.555264], [-1.678882, -2.632437, -0.396547], [-1.645446, -1.653559, 0.820861], [-1.103692, 0.970483, -1.620803], [-1.503646, 1.821237, -1.739630], [-0.174272, 1.088346, -1.896519], [-0.799614, 3.331861, 2.060102], [-0.080909, 3.079370, 1.508679], [-0.989368, 2.650906, 2.719489], [-1.950373, 0.145760, 1.152245], [-2.888384, 0.013447, 0.960905], [-1.582218, 0.825010, 0.566116]], "atomic_forces_ev_per_a": [[-0.284, 0.066, -0.188], [0.226, 0.130, 0.213], [-0.678, -0.404, -0.348], [0.020, 0.673, 0.394], [-0.408, -0.591, 0.647], [1.944, 0.429, -0.691], [-0.932, -0.183, 1.435], [0.738, 0.301, -0.618], [-0.077, -0.066, -0.061], [0.148, 0.130, -0.003], [0.874, -0.679, 0.332], [0.200, -0.074, -0.077], [-0.058, 0.143, -0.325], [-0.168, 0.029, 0.381], [0.061, 0.484, -0.731], [-0.854, -0.485, 0.319], [0.005, -0.040, -0.638], [-0.443, 0.067, -0.014], [0.154, -0.180, 0.012], [0.172, 0.070, 0.112], [-0.737, -0.285, -1.645], [0.099, -0.566, 1.277], [0.707, 0.956, 0.388], [-0.747, 0.242, -0.554], [0.345, 0.191, 0.356], [0.208, -0.344, 0.287], [-0.059, -0.548, -0.015], [0.154, 0.292, 0.073], [-0.228, 0.261, -0.186], [-0.095, 0.766, 0.530], [-0.155, 0.125, -0.089], [-0.353, -0.913, -0.507], [0.700, -0.724, 0.219], [-0.493, 1.022, 0.255], [-0.131, -0.101, -0.270], [-1.605, 0.844, 0.216], [1.124, -0.707, -0.364], [0.604, -0.235, -0.113], [0.178, -0.186, 0.568], [0.211, 0.391, -0.291], [-0.366, -0.301, -0.286]]}



(2)
{"formula": "C15H20Cl2MnN2Se", "method": "wB97M-V/def2-TZVPD", "multiplicity": 4, "s_squared": 3.957, "homo_energy_ev": [-7.65, -7.66], "orbital_gap_ev": [7.39, 8.12], "de_lowest_kj_mol": 0.00, "lumo_energy_ha": [-0.009, 0.017], "species": ["Mn", "Cl", "Cl", "C", "H", "H", "C", "C", "H", "C", "H", "C", "H", "H", "C", "H", "H", "C", "H", "H", "H", "H", "C", "N", "C", "Se", "N", "C", "C", "C", "C", "C", "C", "H", "H", "H", "H", "H", "H", "H", "H"], "positions_angstrom": [[0.686439, -0.321128, -1.668400], [-0.096496, -2.365966, -2.146448], [1.505924, 1.203171, -0.196376], [2.237982, -0.539023, -2.420356], [3.019452, 0.206704, -2.202930], [2.493523, -1.501058, -2.884541], [-0.131427, 0.846123, -2.862650], [1.016663, 0.306027, -3.504215], [0.024132, 1.759099, -2.264043], [0.821512, -0.598707, -4.774217], [1.668265, 1.136619, -3.818356], [-0.496883, -0.310886, -5.486189], [1.670819, -0.426244, -5.449760], [0.866587, -1.648441, -4.462949], [-1.677018, -0.359952, -4.515313], [-0.444274, 0.686828, -5.941884], [-0.649365, -1.026602, -6.301489], [-1.555547, 0.657257, -3.363487], [-2.606263, -0.166066, -5.060395], [-1.748666, -1.367518, -4.086439], [-1.917782, 1.644131, -3.697285], [-2.199732, 0.363798, -2.518617], [-2.508429, -0.750789, 3.543934], [-1.104603, -0.454959, 3.354700], [-0.394388, -0.558358, 2.177101], [-1.048307, -1.012094, 0.517328], [0.895245, -0.204782, 2.503977], [0.975902, 0.205574, 3.835123], [2.025093, 0.763539, 4.554971], [1.760544, 1.110566, 5.889482], [0.479983, 0.927573, 6.450361], [-0.575679, 0.396647, 5.692353], [-0.283583, 0.028725, 4.381372], [-2.932354, -1.063015, 2.586892], [-3.032069, 0.137880, 3.917887], [-2.625132, -1.553237, 4.284235], [1.611872, -0.055192, 1.798439], [2.987202, 0.902810, 4.064669], [2.552529, 1.531829, 6.510109], [0.316259, 1.207828, 7.492447], [-1.587925, 0.261300, 6.070958]], "atomic_forces_ev_per_a": [[-2.428, -2.432, 6.622], [-0.006, -0.450, -0.294], [0.451, 0.374, 0.143], [1.347, 0.919, -2.566], [-0.233, -0.715, -0.089], [0.012, 0.536, 0.139], [-1.885, 1.364, 0.155], [3.025, 0.531, -4.769], [-0.083, -0.129, -0.628], [0.093, 0.005, 0.553], [0.099, -0.287, 0.438], [0.002, 0.253, 0.140], [-0.183, 0.003, 0.206], [-0.147, 0.202, -0.141], [-0.137, -0.149, 0.228], [-0.030, -0.057, -0.016], [0.038, 0.089, 0.123], [0.107, -0.223, -0.177], [0.055, -0.045, 0.103], [0.018, 0.186, -0.140], [0.158, -0.211, 0.092], [0.133, 0.093, -0.253], [-0.153, -0.067, 0.061], [0.376, -0.032, -0.301], [0.580, 0.775, 1.143], [-0.187, -0.122, 0.401], [-0.714, -0.139, -0.017], [0.363, 0.073, -0.448], [-0.211, -0.098, 0.355], [-0.151, -0.163, -0.319], [-0.064, -0.139, -0.323], [0.322, -0.076, -0.018], [-0.400, 0.062, -0.082], [0.073, 0.079, 0.182], [0.101, -0.133, -0.177], [0.042, 0.117, -0.223], [-0.352, 0.015, 0.014], [-0.129, 0.061, 0.336], [-0.223, -0.109, -0.233], [-0.007, -0.070, -0.359], [0.330, 0.107, 0.138]]}



(3)
{"formula": "C6H12NO7S", "method": "wB97M-V/def2-TZVPD", "smiles": "CCOCON(C)S(=O)(=O)[C@@H](O)C(=O)[O-]", "homo_energy_ev": -5.15, "orbital_gap_ev": 8.33, "lumo_energy_ha": 0.117, "total_charge": -1, "species": ["C", "C", "O", "C", "O", "N", "C", "S", "O", "O", "C", "O", "C", "O", "O", "H", "H", "H", "H", "H", "H", "H", "H", "H", "H", "H", "H"], "positions_angstrom": [[0.213156, -2.076180, 2.627598], [1.522805, -1.468177, 3.159305], [2.230853, -0.658017, 2.101197], [1.384679, 0.162852, 1.348947], [0.806479, -0.653089, 0.323955], [0.346669, 0.244619, -0.699842], [0.839508, -0.274152, -2.011752], [-1.376839, 0.388541, -0.545608], [-1.682981, 0.650981, 0.849494], [-1.977030, -0.761296, -1.148451], [-1.922464, 2.113853, -1.687116], [-0.836047, 2.891402, -1.559198], [-1.934591, 1.413423, -3.040224], [-0.813493, 1.667294, -3.554499], [-2.825982, 0.663075, -3.405676], [-0.692872, -1.352670, 2.425806], [0.661754, -2.522873, 1.692522], [-0.028338, -2.724343, 3.415815], [2.277365, -2.244926, 3.303177], [1.562042, -0.830239, 4.042895], [0.549061, 0.620503, 1.941652], [2.068343, 0.967386, 0.988059], [1.951615, -0.129655, -2.058260], [0.552964, -1.329778, -2.189584], [0.396449, 0.345998, -2.689363], [-2.906256, 2.408140, -1.126420], [-0.366846, 2.487327, -2.504428]], "atomic_forces_ev_per_a": [[0.787, 2.217, -1.110], [1.261, 1.511, -1.765], [-1.217, -0.598, 0.977], [0.414, 0.337, 0.872], [0.166, 1.192, -0.412], [0.663, -0.430, -0.074], [1.145, -1.238, 2.546], [-1.189, 1.047, -0.747], [0.658, -0.057, 0.177], [-0.194, -1.197, -0.011], [-0.069, -0.694, 2.917], [-0.373, 0.059, -1.135], [-0.783, -0.337, 0.132], [1.205, 0.153, -1.562], [-0.171, 0.582, -0.146], [2.092, -1.298, 0.212], [-1.579, -0.123, 0.884], [-0.831, -1.581, 0.629], [-0.366, -0.244, 0.201], [-0.718, -0.043, 0.158], [0.669, -0.363, -0.337], [-0.816, -0.580, -0.437], [-0.988, -0.243, 0.250], [0.153, 0.518, 0.206], [-1.001, 1.313, -2.185], [1.911, -0.543, -1.095], [-0.828, 0.641, 0.856]]}



(4)
{"formula": "C29H29N2O4STi", "method": "wB97M-V/def2-TZVPD", "multiplicity": 3, "s_squared": 2.020, "homo_energy_ev": [-1.61, -4.84], "orbital_gap_ev": [3.91, 7.13], "lumo_energy_ha": [0.084, 0.084], "total_charge": -1, "species": ["C", "C", "C", "H", "C", "C", "H", "C", "C", "C", "H", "C", "C", "H", "H", "H", "H", "H", "H", "Ti", "C", "C", "C", "H", "H", "H", "H", "H", "H", "C", "C", "H", "H", "O", "N", "C", "H", "C", "C", "H", "C", "H", "C", "H", "C", "H", "C", "H", "H", "H", "O", "S", "O", "N", "C", "O", "C", "C", "C", "C", "C", "C", "H", "H", "H", "H"], "positions_angstrom": [[-3.158061, 1.034738, 1.975854], [-3.181248, 0.602970, 0.609485], [-2.297987, -0.529540, 0.480167], [-3.810585, 1.030780, -0.177412], [-1.708288, -0.781208, 1.766345], [-2.257250, 0.175791, 2.689351], [-1.035571, -1.605984, 2.000089], [0.085307, 2.833594, -0.321058], [-1.164492, 2.332169, -0.848246], [-0.867126, 1.089193, -1.511816], [-2.098198, 2.894956, -0.899222], [0.534887, 0.867330, -1.473253], [1.104562, 1.907983, -0.689543], [-2.156838, -1.156402, -0.402538], [-2.104113, 0.181108, 3.764432], [-3.789398, 1.809992, 2.412423], [2.176723, 2.031308, -0.525696], [-1.564596, 0.502755, -2.112254], [0.240005, 3.838475, 0.070064], [-1.052801, 1.299729, 1.140637], [1.311738, -0.048162, -2.404886], [2.213927, 0.847336, -3.275056], [0.370761, -0.828183, -3.324037], [1.621243, 1.597565, -3.809746], [2.738774, 0.238346, -4.019745], [2.962300, 1.366799, -2.665589], [-0.248764, -0.149922, -3.923063], [-0.280715, -1.492240, -2.745693], [0.966566, -1.427844, -4.024418], [2.286838, -1.023350, -1.653719], [1.799667, -2.305648, -0.954535], [2.817557, -0.455434, -0.876305], [3.014682, -1.352215, -2.423414], [2.106044, -2.564267, 0.211577], [1.077658, -3.200973, -1.688957], [0.540041, -4.414180, -1.110291], [1.019286, -3.099344, -2.689211], [-0.954559, -4.477189, -1.282513], [-1.785555, -4.699891, -0.180144], [-1.326811, -4.873090, 0.793286], [-3.171937, -4.696755, -0.338343], [-3.812741, -4.871337, 0.526128], [-3.729835, -4.454996, -1.601247], [-4.814586, -4.440379, -1.724064], [-2.897897, -4.255782, -2.709914], [-3.319272, -4.068328, -3.702474], [-1.506773, -4.282953, -2.553409], [-0.851156, -4.157525, -3.420973], [0.789390, -4.396321, -0.047936], [1.031500, -5.291713, -1.570989], [-0.772243, 3.004841, 5.214062], [-0.437818, 3.611982, 3.952417], [-1.160384, 4.751701, 3.457315], [-0.473081, 2.409034, 2.756923], [0.763933, 1.843994, 2.577234], [0.769212, 0.767296, 1.834437], [1.831767, 2.687312, 3.027936], [3.101827, 2.764654, 2.432834], [3.850225, 3.919313, 2.637937], [3.358804, 4.969257, 3.433010], [2.084682, 4.897664, 4.015729], [1.318674, 3.763152, 3.754782], [3.438518, 1.938499, 1.809338], [4.827383, 4.011910, 2.161886], [3.966583, 5.868066, 3.563111], [1.669609, 5.709561, 4.612921]], "atomic_forces_ev_per_a": [[-0.273, -0.868, -0.274], [-0.139, -0.913, 0.629], [-0.726, -0.109, 1.105], [0.494, -0.144, 0.314], [-1.569, 0.047, -0.205], [-0.665, -0.780, -0.546], [-0.036, 0.518, -0.099], [0.157, -0.150, -1.216], [0.711, 0.201, -0.480], [0.479, 0.787, -0.313], [0.293, -0.289, 0.070], [-0.786, 0.627, 0.296], [-0.641, 0.615, -0.480], [0.139, 0.484, 0.298], [0.299, 0.277, -0.379], [0.467, -0.163, -0.200], [-0.441, -0.019, 0.282], [0.109, 0.194, 0.437], [-0.045, -0.473, 0.240], [1.259, -0.197, -0.741], [0.087, -0.429, 0.588], [0.033, -0.010, -0.086], [-0.084, 0.090, -0.044], [0.034, -0.078, 0.166], [0.026, 0.027, 0.028], [-0.160, -0.075, -0.114], [0.123, -0.090, 0.137], [-0.022, 0.248, -0.224], [-0.080, -0.027, 0.002], [0.048, -0.092, -0.179], [0.447, 0.105, 1.082], [-0.081, -0.244, -0.275], [-0.091, 0.038, 0.417], [-0.359, 0.494, -1.065], [0.172, -0.073, -0.236], [0.281, -0.240, 0.026], [-0.019, 0.203, 0.233], [-0.198, -0.094, -0.122], [-0.057, 0.062, -0.424], [-0.184, 0.103, -0.166], [0.033, 0.060, -0.304], [0.116, 0.088, -0.251], [0.196, -0.100, 0.078], [0.330, 0.031, 0.045], [0.244, 0.000, 0.088], [0.064, -0.116, 0.397], [-0.551, -0.071, 0.287], [-0.269, 0.038, 0.266], [0.096, -0.045, -0.167], [-0.210, 0.210, 0.211], [-0.442, 0.495, 0.310], [1.451, -2.134, -2.435], [-0.332, 0.402, 0.630], [-0.307, 0.557, 1.302], [0.993, 0.524, 0.491], [0.192, 0.556, 0.648], [-0.907, -1.822, -1.310], [0.989, 0.671, 0.391], [-0.102, -1.213, -0.467], [-0.218, 0.828, 0.684], [0.036, -0.451, -0.461], [-0.196, 2.037, 1.088], [0.033, 0.224, 0.080], [-0.213, 0.020, 0.108], [-0.189, -0.282, 0.058], [0.158, -0.067, -0.248]]}